Entry 1:
{
  "formula": "C4H12",
  "method": "ωB97M-V/def2-TZVPD",
  "symbols": ["C", "C", "H", "H", "H", "H", "H", "H", "C", "C", "H", "H", "H", "H", "H", "H"],
  "positions_angstrom": [[-0.85, -2.17, 0.33], [-1.86, -1.03, 0.42], [-1.24, -3.09, 0.77], [-0.74, -2.47, -0.69], [0.10, -1.85, 0.65], [-2.21, -0.91, 1.46], [-2.79, -1.24, -0.10], [-1.41, -0.12, -0.05], [1.03, 2.01, -0.92], [1.63, 1.28, 0.32], [1.72, 2.76, -1.29], [1.14, 1.28, -1.73], [0.04, 2.39, -0.99], [2.59, 1.67, 0.35], [0.96, 1.26, 1.19], [1.87, 0.25, 0.27]],
  "nbo_charge": [-0.61, -0.61, 0.20, 0.20, 0.20, 0.20, 0.20, 0.20, -0.62, -0.63, 0.20, 0.20, 0.21, 0.21, 0.21, 0.20],
  "e_above_lowest_ev": 0.912,
  "lumo_ha": 0.0418,
  "charge": 0,
  "e_tot_ha": -159.5514,
  "smiles": "CC.CC"
}

---

Entry 2:
{
  "formula": "C4H12",
  "method": "ωB97M-V/def2-TZVPD",
  "symbols": ["C", "C", "H", "H", "H", "H", "H", "H", "C", "C", "H", "H", "H", "H", "H", "H"],
  "positions_angstrom": [[-1.03, -1.42, 0.39], [-0.97, -1.90, -1.06], [-0.10, -0.91, 0.66], [-1.81, -0.73, 0.55], [-1.17, -2.27, 1.07], [-0.42, -2.84, -1.15], [-1.98, -2.10, -1.42], [-0.45, -1.20, -1.71], [0.35, 2.00, 0.09], [1.62, 1.34, 0.57], [0.55, 2.76, -0.66], [-0.43, 1.31, -0.23], [-0.17, 2.56, 0.88], [1.52, 0.83, 1.53], [2.48, 2.00, 0.60], [1.91, 0.51, -0.09]],
  "nbo_charge": [-0.61, -0.61, 0.20, 0.20, 0.20, 0.20, 0.20, 0.20, -0.61, -0.62, 0.21, 0.21, 0.20, 0.20, 0.21, 0.20],
  "e_above_lowest_ev": 0.146,
  "lumo_ha": 0.0434,
  "charge": 0,
  "e_tot_ha": -159.5796,
  "smiles": "CC.CC"
}

---

Entry 3:
{
  "formula": "C4H12",
  "method": "ωB97M-V/def2-TZVPD",
  "symbols": ["C", "C", "H", "H", "H", "H", "H", "H", "C", "C", "H", "H", "H", "H", "H", "H"],
  "positions_angstrom": [[-2.40, -0.57, 0.17], [-1.46, 0.19, 1.03], [-3.04, 0.17, -0.39], [-2.01, -1.01, -0.67], [-2.96, -1.36, 0.66], [-1.18, 1.20, 0.66], [-0.46, -0.22, 1.00], [-1.91, 0.39, 2.13], [1.98, 0.25, 0.19], [1.75, 0.05, -1.30], [3.05, 0.47, 0.18], [1.61, 1.14, 0.66], [1.95, -0.61, 0.85], [1.55, 0.98, -1.88], [0.92, -0.63, -1.45], [2.60, -0.44, -1.83]],
  "nbo_charge": [-0.62, -0.62, 0.20, 0.21, 0.21, 0.21, 0.21, 0.21, -0.64, -0.61, 0.21, 0.21, 0.21, 0.21, 0.20, 0.21],
  "e_above_lowest_ev": 1.023,
  "lumo_ha": 0.0421,
  "charge": 0,
  "e_tot_ha": -159.5474,
  "smiles": "CC.CC"
}

---

Entry 4:
{
  "formula": "C4H12",
  "method": "ωB97M-V/def2-TZVPD",
  "symbols": ["C", "C", "H", "H", "H", "H", "H", "H", "C", "C", "H", "H", "H", "H", "H", "H"],
  "positions_angstrom": [[1.48, 0.36, 0.64], [2.39, 0.38, -0.69], [0.46, -0.05, 0.44], [1.81, -0.37, 1.44], [1.23, 1.41, 0.83], [2.79, 1.45, -0.98], [1.81, -0.21, -1.38], [3.35, -0.27, -0.45], [-1.75, -1.02, 0.35], [-1.96, 0.38, -0.24], [-0.86, -0.97, 1.03], [-2.50, -1.26, 1.00], [-1.88, -1.89, -0.37], [-2.54, 1.02, 0.38], [-1.06, 0.58, -0.88], [-2.77, 0.47, -1.12]],
  "nbo_charge": [-0.64, -0.63, 0.20, 0.21, 0.21, 0.22, 0.21, 0.20, -0.62, -0.65, 0.21, 0.20, 0.22, 0.23, 0.22, 0.20],
  "e_above_lowest_ev": 2.099,
  "lumo_ha": 0.0417,
  "charge": 0,
  "e_tot_ha": -159.5078,
  "smiles": "CC.CC"
}

---

Entry 5:
{
  "formula": "C4H12",
  "method": "ωB97M-V/def2-TZVPD",
  "symbols": ["C", "C", "H", "H", "H", "H", "H", "H", "C", "C", "H", "H", "H", "H", "H", "H"],
  "positions_angstrom": [[-1.52, 0.39, -1.55], [-1.11, 1.93, -1.67], [-2.18, 0.22, -0.87], [-1.82, -0.11, -2.55], [-0.73, -0.24, -1.25], [-0.11, 2.16, -1.90], [-1.08, 2.36, -0.75], [-2.03, 2.33, -2.09], [1.67, -0.91, 2.21], [0.98, -1.33, 0.99], [1.09, -0.15, 2.72], [1.92, -1.71, 2.87], [2.71, -0.66, 1.99], [-0.16, -1.49, 1.22], [1.12, -0.75, 0.06], [1.28, -2.35, 0.67]],
  "nbo_charge": [-0.58, -0.63, 0.19, 0.19, 0.20, 0.22, 0.20, 0.22, -0.62, -0.61, 0.21, 0.21, 0.21, 0.20, 0.21, 0.20],
  "e_above_lowest_ev": 1.633,
  "lumo_ha": 0.0394,
  "charge": 0,
  "e_tot_ha": -159.5249,
  "smiles": "CC.CC"
}

---

Entry 6:
{
  "formula": "C4H12",
  "method": "ωB97M-V/def2-TZVPD",
  "symbols": ["C", "C", "H", "H", "H", "H", "H", "H", "C", "C", "H", "H", "H", "H", "H", "H"],
  "positions_angstrom": [[1.33, -0.48, 2.28], [0.32, 0.66, 2.16], [1.22, -1.17, 1.45], [2.35, -0.08, 2.23], [1.35, -1.13, 3.15], [-0.64, 0.44, 2.61], [0.21, 0.89, 1.09], [0.71, 1.64, 2.44], [-0.34, -0.13, -2.80], [-1.31, -0.05, -1.61], [-0.82, 0.45, -3.58], [0.65, 0.24, -2.55], [-0.26, -1.16, -3.15], [-1.02, -0.59, -0.71], [-1.52, 1.00, -1.37], [-2.29, -0.46, -1.87]],
  "nbo_charge": [-0.62, -0.62, 0.20, 0.20, 0.21, 0.21, 0.21, 0.21, -0.60, -0.61, 0.20, 0.20, 0.20, 0.20, 0.20, 0.20],
  "e_above_lowest_ev": 0.314,
  "lumo_ha": 0.0410,
  "charge": 0,
  "e_tot_ha": -159.5734,
  "smiles": "CC.CC"
}

---

Entry 7:
{
  "formula": "C4H12",
  "method": "ωB97M-V/def2-TZVPD",
  "symbols": ["C", "C", "H", "H", "H", "H", "H", "H", "C", "C", "H", "H", "H", "H", "H", "H"],
  "positions_angstrom": [[0.32, 1.32, -2.00], [-0.88, 1.42, -1.08], [0.59, 2.39, -2.24], [1.24, 1.01, -1.41], [0.04, 0.82, -2.89], [-1.33, 0.44, -1.02], [-1.58, 2.30, -1.22], [-0.42, 1.70, -0.14], [-0.54, -1.17, 1.51], [1.01, -1.71, 1.55], [-0.53, -0.33, 0.62], [-1.16, -2.05, 1.05], [-0.92, -0.70, 2.28], [1.17, -2.79, 1.26], [1.38, -1.85, 2.68], [1.61, -0.80, 1.05]],
  "nbo_charge": [-0.61, -0.61, 0.20, 0.21, 0.21, 0.21, 0.21, 0.20, -0.60, -0.65, 0.20, 0.20, 0.19, 0.22, 0.20, 0.22],
  "e_above_lowest_ev": 2.083,
  "lumo_ha": 0.0403,
  "charge": 0,
  "e_tot_ha": -159.5084,
  "smiles": "CC.CC"
}

---

Entry 8:
{
  "formula": "C4H12",
  "method": "ωB97M-V/def2-TZVPD",
  "symbols": ["C", "C", "H", "H", "H", "H", "H", "H", "C", "C", "H", "H", "H", "H", "H", "H"],
  "positions_angstrom": [[-0.40, 1.03, 1.14], [-1.77, 0.79, 0.58], [0.45, 0.36, 0.93], [0.03, 2.04, 0.98], [-0.50, 0.86, 2.22], [-2.07, 1.37, -0.28], [-2.46, 0.82, 1.46], [-1.99, -0.26, 0.25], [1.05, -1.58, -0.65], [1.16, -0.16, -1.14], [1.93, -2.19, -0.95], [0.74, -1.62, 0.41], [0.24, -2.17, -1.15], [1.94, -0.12, -1.93], [1.42, 0.57, -0.37], [0.23, 0.26, -1.50]],
  "nbo_charge": [-0.63, -0.63, 0.21, 0.21, 0.20, 0.21, 0.21, 0.21, -0.63, -0.62, 0.21, 0.21, 0.21, 0.21, 0.21, 0.21],
  "e_above_lowest_ev": 0.960,
  "lumo_ha": 0.0438,
  "charge": 0,
  "e_tot_ha": -159.5497,
  "smiles": "CC.CC"
}

---

Entry 9:
{
  "formula": "C4H12",
  "method": "ωB97M-V/def2-TZVPD",
  "symbols": ["C", "C", "H", "H", "H", "H", "H", "H", "C", "C", "H", "H", "H", "H", "H", "H"],
  "positions_angstrom": [[-0.99, -2.01, -1.64], [-0.65, -2.00, -0.13], [-1.19, -1.01, -2.02], [-0.27, -2.54, -2.26], [-1.86, -2.61, -1.77], [0.42, -1.76, -0.06], [-1.18, -1.25, 0.43], [-0.85, -3.02, 0.20], [0.18, 1.62, 0.81], [1.47, 2.42, 0.99], [0.39, 0.55, 0.87], [-0.52, 1.81, 1.58], [-0.33, 1.77, -0.13], [1.26, 3.40, 1.42], [2.18, 2.02, 1.71], [1.91, 2.61, 0.01]],
  "nbo_charge": [-0.60, -0.61, 0.20, 0.20, 0.20, 0.20, 0.21, 0.20, -0.61, -0.61, 0.20, 0.20, 0.20, 0.20, 0.21, 0.21],
  "e_above_lowest_ev": 0.352,
  "lumo_ha": 0.0422,
  "charge": 0,
  "e_tot_ha": -159.5721,
  "smiles": "CC.CC"
}

---

Entry 10:
{
  "formula": "C4H12",
  "method": "ωB97M-V/def2-TZVPD",
  "symbols": ["C", "C", "H", "H", "H", "H", "H", "H", "C", "C", "H", "H", "H", "H", "H", "H"],
  "positions_angstrom": [[0.37, 0.91, 1.88], [1.66, 0.00, 2.04], [0.75, 1.81, 1.42], [-0.32, 0.33, 1.29], [-0.03, 1.14, 2.86], [2.25, 0.10, 1.14], [1.34, -1.04, 2.01], [2.19, 0.28, 2.94], [-0.52, -0.95, -2.15], [-1.57, 0.10, -1.69], [-0.84, -1.98, -1.97], [-0.32, -0.89, -3.23], [0.47, -0.73, -1.75], [-2.29, 0.30, -2.48], [-2.06, -0.42, -0.86], [-1.08, 1.04, -1.47]],
  "nbo_charge": [-0.61, -0.60, 0.20, 0.20, 0.20, 0.20, 0.20, 0.20, -0.61, -0.61, 0.20, 0.20, 0.20, 0.20, 0.21, 0.21],
  "e_above_lowest_ev": 0.439,
  "lumo_ha": 0.0410,
  "charge": 0,
  "e_tot_ha": -159.5688,
  "smiles": "CC.CC"
}

---

Entry 11:
{
  "formula": "C4H12",
  "method": "ωB97M-V/def2-TZVPD",
  "symbols": ["C", "C", "H", "H", "H", "H", "H", "H", "C", "C", "H", "H", "H", "H", "H", "H"],
  "positions_angstrom": [[-1.68, -1.31, -1.00], [-0.45, -2.22, -1.02], [-1.83, -0.98, 0.03], [-1.55, -0.60, -1.80], [-2.58, -1.91, -1.18], [-0.47, -2.95, -0.22], [-0.34, -2.89, -1.88], [0.49, -1.67, -0.97], [1.21, 2.12, 1.67], [0.92, 1.39, 0.35], [1.96, 1.58, 2.26], [1.52, 3.16, 1.54], [0.38, 2.09, 2.37], [-0.17, 1.35, 0.25], [1.14, 2.09, -0.46], [1.15, 0.34, 0.31]],
  "nbo_charge": [-0.61, -0.61, 0.21, 0.21, 0.20, 0.20, 0.20, 0.20, -0.61, -0.63, 0.20, 0.21, 0.20, 0.20, 0.22, 0.22],
  "e_above_lowest_ev": 0.591,
  "lumo_ha": 0.0425,
  "charge": 0,
  "e_tot_ha": -159.5632,
  "smiles": "CC.CC"
}

---

Entry 12:
{
  "formula": "C4H12",
  "method": "ωB97M-V/def2-TZVPD",
  "symbols": ["C", "C", "H", "H", "H", "H", "H", "H", "C", "C", "H", "H", "H", "H", "H", "H"],
  "positions_angstrom": [[1.29, 2.34, 1.16], [2.10, 1.52, 0.15], [1.63, 2.17, 2.18], [1.35, 3.41, 0.94], [0.24, 2.06, 1.13], [2.23, 2.01, -0.81], [1.62, 0.55, -0.02], [3.07, 1.28, 0.55], [-1.74, -2.17, 0.07], [-1.63, -1.66, -1.36], [-1.69, -3.25, 0.13], [-0.95, -1.78, 0.71], [-2.66, -1.82, 0.54], [-2.61, -1.54, -1.82], [-1.15, -2.39, -2.03], [-1.10, -0.72, -1.50]],
  "nbo_charge": [-0.61, -0.61, 0.20, 0.20, 0.20, 0.21, 0.20, 0.20, -0.61, -0.62, 0.21, 0.20, 0.20, 0.20, 0.20, 0.21],
  "e_above_lowest_ev": 0.197,
  "lumo_ha": 0.0396,
  "charge": 0,
  "e_tot_ha": -159.5777,
  "smiles": "CC.CC"
}